1.
C19H19MnNO7 as an isolated structure, computed with the ωB97M-V functional and the def2-TZVPD basis.

Last column: Löwdin spin population.
CARTESIAN COORDINATES (ANGSTROEM)
Mn1 -2.264 -0.392 -0.558  4.6982
O1 -3.093 -0.083 1.450  0.0438
C1 -2.802 0.853 2.196  0.0080
C2 -2.056 2.051 1.892  0.0028
C3 -1.951 2.977 2.941  0.0002
C4 -1.302 4.165 2.741  0.0020
C5 -0.740 4.481 1.493  0.0014
C6 -0.821 3.591 0.463  0.0023
C7 -1.469 2.326 0.612  0.0069
O2 -1.490 1.506 -0.365  0.0494
N1 -1.196 5.121 3.837  0.0003
O3 -1.623 4.785 4.927  0.0008
O4 -0.669 6.193 3.606  0.0004
H1 -3.155 0.805 3.238  0.0017
H2 -2.384 2.761 3.909  0.0001
H3 -0.248 5.435 1.371  0.0001
H4 -0.393 3.814 -0.505  0.0001
C8 5.335 -2.619 -2.630  0.0006
C9 4.122 -2.172 -1.867  0.0033
C10 2.859 -2.239 -2.443  -0.0003
C11 1.715 -1.864 -1.752  0.0033
C12 0.397 -1.938 -2.469  0.0048
C13 1.864 -1.411 -0.425  0.0013
C14 0.702 -1.110 0.404  0.0169
O5 -0.465 -1.333 0.095  0.0346
C15 3.141 -1.300 0.167  0.0027
C16 3.358 -0.782 1.567  0.0004
C17 4.247 -1.688 -0.568  -0.0004
H5 5.118 -2.732 -3.691  0.0000
H6 5.685 -3.582 -2.254  0.0002
H7 6.154 -1.907 -2.519  0.0001
H8 2.761 -2.583 -3.465  -0.0001
H9 0.571 -2.120 -3.528  0.0001
H10 -0.167 -1.008 -2.377  0.0046
H11 -0.240 -2.733 -2.079  0.0002
H12 0.909 -0.685 1.392  0.0010
H13 2.993 -1.482 2.320  0.0001
H14 2.868 0.176 1.735  0.0001
H15 4.422 -0.640 1.743  0.0000
H16 5.232 -1.607 -0.124  -0.0001
C18 -5.765 -1.779 -1.514  0.0018
C19 -4.340 -1.299 -1.499  0.0153
O6 -4.081 -0.084 -1.729  0.0483
O7 -3.418 -2.115 -1.189  0.0413
H17 -6.453 -0.954 -1.669  0.0006
H18 -5.976 -2.283 -0.572  0.0004
H19 -5.892 -2.515 -2.308  0.0004

Computed properties:
LUMO level (alpha / beta) ... -0.0327 / -0.0354 hartree
Frontier orbital gap (alpha / beta) ... 7.698 / 7.709 eV
Max |F| ... 0.51 eV/A
Highest occupied orbital energy (alpha / beta) ... -8.59 / -8.67 eV
Charge ... 0
Multiplicity ... 6
Expectation value of S² ... 8.7536

2.
C2H3Cl2O2P in the gas phase, computed with the ωB97M-V functional and the def2-TZVPD basis.

Last column: Mulliken charge in e.
CARTESIAN COORDINATES (ANGSTROEM)
C1 0.395 0.906 -0.475  0.3675
C2 1.704 -0.869 0.238  -0.0938
O1 -0.721 0.095 -0.603  -0.2421
O2 1.566 0.424 -0.053  -0.1853
P1 -1.902 0.068 0.598  0.0056
Cl1 0.180 2.434 0.277  -0.1580
Cl2 3.386 -1.251 0.206  -0.1484
H1 0.797 -1.556 0.185  0.3298
H2 -2.590 -0.967 -0.138  0.0638
H3 -2.816 0.717 -0.236  0.0609

Computed properties:
LUMO level (alpha / beta) ... -0.0025 / 0.0111 hartree
Frontier orbital gap (alpha / beta) ... 7.870 / 8.405 eV
Max |F| ... 2.56 eV/A
Highest occupied orbital energy (alpha / beta) ... -7.94 / -8.10 eV
Charge ... 0